Entry from OMol25: a single C4H10N2OS molecule at a distorted geometry (ωB97M-V with the def2-TZVPD basis set).

The geometry in XYZ format:
```
18
Properties=species:S:1:pos:R:3:forces:R:3:mulliken_charge:R:1
C -2.887 -0.109 0.624 0.7972 -0.4085 -2.5510 -1.24
C -1.544 -0.614 -0.107 -2.8876 -2.2812 0.7716 -0.19
N -1.033 0.225 -1.092 2.3650 3.2877 -1.9371 -0.44
N -0.171 1.393 -0.635 0.4735 -0.5257 0.1005 -0.21
C 1.139 1.137 -0.166 1.6365 0.6701 1.2312 0.49
O 1.943 1.902 0.416 -2.8124 -1.2365 -1.8039 -0.60
S 1.695 -0.579 -0.453 -3.3408 -0.3396 -0.8383 -0.02
C 3.263 -0.711 0.255 -0.0651 -2.7350 0.1100 -0.91
H -3.322 -0.990 1.131 -0.5770 0.6739 -0.7074 0.33
H -2.533 0.491 1.374 0.9889 1.4602 2.3296 0.37
H -3.484 0.686 0.042 0.2712 -2.1345 0.3440 0.30
H -0.898 -0.877 0.706 0.8725 0.0191 0.4133 0.28
H -1.702 -1.633 -0.642 -0.0930 1.6699 0.7598 0.33
H -0.598 -0.287 -1.896 -0.2157 1.1427 1.2808 0.32
H -0.452 2.445 -0.721 0.2746 -3.0467 0.0720 0.26
H 3.272 -0.486 1.266 0.2653 1.5187 1.7568 0.30
H 3.795 -0.168 -0.449 2.3484 0.8518 -0.3024 0.32
H 3.516 -1.825 0.347 -0.3015 1.4137 -1.0295 0.31
```
Positions in Å, forces in eV/Å.

As for the HOMO-LUMO gap: 9.86 eV. The calculation puts the highest occupied orbital energy at -9.158 eV. The calculation puts the LUMO energy at 0.706 eV. Its total energy is -20170.616 eV.